No. 1
Molecular formula: C19H32Ge2N4ReS
Method: DFT, ωB97M-V with the def2-TZVPD basis set

Properties
- LUMO energy (spin up / spin down) (eV) = -13.085 / -14.996
- electronic energy (a.u.) = -5590.79133
- net charge = +4
- multiplicity = 4
- HOMO-LUMO gap (spin up / spin down) (eV) = 7.66 / 5.92
- HOMO (spin up / spin down) (eV) = -20.75 / -20.91

The geometry in XYZ format:
```
59
C19H32Ge2N4ReS | OMol25 | ωB97M-V with the def2-TZVPD basis set
H -2.049 2.089 -2.612
C -2.020 2.888 1.508
H -1.475 -0.055 4.959
C 1.183 2.299 4.493
H 0.806 3.282 4.217
H 2.959 -0.928 -0.616
H 3.970 -3.673 -3.591
C -3.009 3.966 1.687
C -2.666 2.176 -1.714
C 0.752 3.602 -1.400
H 4.078 -1.911 -3.546
Ge -0.196 0.787 2.231
C -0.736 -0.800 4.662
C -0.579 -0.900 3.146
H 0.196 -1.615 2.863
H 0.490 1.767 5.145
H -4.262 2.814 3.042
H 2.249 2.041 2.590
N 2.223 -0.628 -1.263
N 1.701 -1.778 -1.886
C -4.123 3.771 2.556
H -1.510 -1.230 2.668
H -4.262 3.264 -2.648
C 2.335 -2.761 -2.656
C 0.394 -2.075 -1.812
H -3.222 1.229 -1.652
Ge -1.475 2.051 -0.191
C -4.816 6.037 2.105
H -3.582 7.202 0.754
Re 0.529 0.597 -0.212
C -3.710 6.240 1.232
H 0.327 3.616 -2.406
N 1.434 -3.617 -3.028
C 3.778 -2.794 -2.978
H 2.172 2.041 -1.756
C -2.834 5.220 1.019
C -5.014 4.784 2.759
H -3.085 4.314 -1.879
C -1.477 2.242 2.558
H 1.719 2.192 0.011
H -1.981 5.365 0.368
H -0.587 -3.716 -2.685
C -3.618 3.369 -1.775
H 2.044 0.495 3.555
H -4.269 3.418 -0.902
H -5.518 6.845 2.277
S -0.783 -1.131 -0.916
H 1.518 4.382 -1.377
N 0.258 -3.180 -2.508
C 1.324 2.242 -1.095
H 2.684 -0.064 -1.983
H 2.079 2.483 5.124
H -5.869 4.658 3.411
H 0.210 -0.584 5.157
H 4.386 -2.868 -2.074
C 1.697 1.509 3.358
H -1.755 2.509 3.576
H -0.019 3.912 -0.674
H -1.078 -1.761 5.047
```

These are the natural (NBO) partial charges, in e, on atoms 1 to 8:
1 H 0.271
2 C -0.512
3 H 0.218
4 C -0.708
5 H 0.251
6 H 0.437
7 H 0.316
8 C 0.130



No. 2
Molecular formula: C48H99BrNO19S2
Method: DFT, ωB97M-V with the def2-TZVPD basis set

Properties
- LUMO energy (eV) = -2.982
- electronic energy (a.u.) = -6742.48318
- net charge = +1
- HOMO-LUMO gap (eV) = 7.02
- HOMO (eV) = -10.01

The geometry in XYZ format:
```
170
C48H99BrNO19S2 | OMol25 | ωB97M-V with the def2-TZVPD basis set
H 4.779 5.349 -3.909
H -2.643 3.652 -7.121
H -5.795 3.718 2.674
H 1.778 -2.937 8.679
C -7.026 -0.596 7.728
H -6.474 -1.507 -3.543
C -0.370 5.710 -7.699
H -9.572 -0.430 7.238
H -2.969 3.569 -5.379
S -5.835 0.958 0.968
O 7.210 -3.527 -7.120
Br 0.596 -0.892 -4.999
H -6.895 2.700 3.629
H 6.734 2.313 -3.352
C 5.414 -6.989 0.427
H 4.819 0.497 -0.836
H 0.713 1.265 8.617
H 3.189 -1.474 -5.626
O 6.905 -0.366 -0.815
C -7.514 4.014 6.362
C 0.332 0.768 7.720
H 6.075 1.857 -1.816
H -5.177 -0.910 -0.379
C 7.625 -7.852 0.462
H 4.480 3.679 -1.878
C 1.530 1.186 -3.114
C 5.793 2.224 -2.801
O 2.063 -2.401 -0.918
C 1.417 -0.082 7.101
H -1.453 2.826 -2.369
H 4.494 -7.156 -1.503
H -7.440 0.281 8.233
C -2.202 3.452 -6.143
H -4.842 -1.251 -4.193
O -8.124 -0.795 -1.256
H 5.914 -6.231 1.038
H -10.144 -3.103 8.585
C 4.623 -0.288 -1.560
C 1.444 -2.336 7.836
H -7.548 3.866 2.448
C 1.620 1.245 1.551
H 0.529 1.214 1.602
H -6.689 4.550 6.839
C 5.249 3.657 -2.653
H 4.522 -7.324 0.966
C 2.084 0.604 0.213
H -0.351 6.597 -7.059
O -6.631 0.641 -2.079
H 3.528 2.084 -0.354
H 2.856 -0.123 0.461
O -8.462 -2.063 9.022
C 5.948 -2.498 -1.376
H -2.783 6.215 -6.842
S -0.012 0.931 -2.208
H 3.940 -0.967 -1.063
H 0.038 1.539 7.002
H 1.243 0.054 -0.197
N 3.185 -0.593 -3.711
O -0.825 0.004 8.027
H 1.384 2.128 -3.635
C 1.777 -1.924 -1.985
H -5.968 -0.401 7.524
O -2.285 0.489 -4.468
H -0.631 2.528 -3.914
H 4.352 -3.570 -5.954
C 5.169 -2.849 -6.082
C 3.928 -0.973 -5.000
C -9.093 -3.105 8.303
H -3.525 -0.054 -2.100
H 0.351 -2.353 7.798
H -9.014 -2.954 7.223
H 4.265 -5.589 -0.704
H -0.208 3.580 -7.509
O 1.187 0.405 3.826
C 2.171 0.571 2.812
H 6.299 -3.129 -2.196
H 2.955 1.180 3.258
H 0.458 5.787 -8.410
H 8.178 -8.732 0.139
H 7.969 -6.986 -0.109
H -9.415 -0.546 5.474
H 4.953 -2.849 -1.105
C -5.796 2.386 6.251
H -6.569 -1.330 0.615
H 4.992 -2.328 -7.021
C -7.049 -0.273 -1.166
C -5.472 -1.147 -3.310
H 2.242 0.567 6.793
H 5.249 -2.421 -3.970
H 1.844 -2.774 6.913
C -6.757 3.689 3.185
H -4.396 1.273 -1.304
H -8.686 4.104 4.571
O 1.938 -1.026 8.026
H -1.766 -1.025 9.501
H 5.163 3.884 -4.838
H -3.524 6.194 -8.455
C 4.929 1.235 -3.586
H 3.603 4.080 -4.013
H 6.758 -7.671 -2.301
O -7.667 -0.809 6.480
H -2.411 7.503 -8.019
C 3.943 0.387 -2.755
O -7.187 2.641 6.201
H 1.882 2.304 1.538
H -4.598 0.697 1.399
H 2.414 -2.545 -3.903
H -8.198 5.682 5.212
C 4.679 4.265 -3.940
C -7.127 -1.816 8.614
O 6.250 -8.114 0.238
H -8.661 -4.077 8.565
O -1.571 5.652 -8.443
H -5.610 0.916 -3.816
H 5.960 -4.733 -4.699
H 7.821 -7.685 1.526
C -0.179 4.464 -6.864
C 5.987 -1.004 -1.733
H -1.830 2.422 -6.122
H 6.403 -0.866 -2.729
H -6.534 -1.648 9.520
H 7.499 -6.219 -3.007
C -0.944 -0.318 9.401
O 6.763 -4.409 -5.128
C 2.804 -1.910 -3.108
O -3.525 1.764 -3.108
O 6.084 -5.827 -1.600
H 3.164 2.346 -2.606
H 2.293 0.792 -5.063
H 1.038 -0.584 6.210
H 0.623 -0.332 3.571
H 6.636 -2.684 -0.556
C 1.989 0.189 -4.213
O -6.745 4.708 4.168
O -1.153 4.359 -5.836
C -2.350 1.336 -3.617
H -8.820 0.901 6.310
H -5.417 2.515 7.271
C 6.569 -6.652 -2.643
H 3.690 -2.391 -2.707
H 0.758 -1.582 -2.200
C -1.139 2.058 -3.072
H -0.030 -0.775 9.787
C 6.462 -3.620 -6.190
H -1.177 0.575 9.991
H -8.384 4.074 7.023
H 1.885 2.496 -0.732
H 5.597 0.570 -4.133
H -6.715 -2.688 8.095
H 4.184 -0.055 -5.521
C -4.193 0.795 -2.260
H 0.806 4.507 -6.385
C 4.986 -6.392 -0.894
H -5.052 -1.781 -2.526
C -2.621 6.435 -7.900
C -7.864 4.655 5.038
C -5.508 0.321 -2.911
H 6.060 4.280 -2.275
H 2.605 -0.400 2.556
H 7.627 0.038 -1.302
C -8.938 -0.182 6.383
C 5.168 -1.864 -4.897
C -6.134 -0.548 0.002
C 2.816 1.379 -2.248
H 5.847 -6.690 -3.471
H -5.640 1.351 5.949
H 6.061 -1.247 -5.007
C 2.599 1.669 -0.753
H 4.359 1.754 -4.361
H -5.243 3.043 5.574
```

These are the Löwdin partial charges, in e, on atoms 1 to 8:
1 H 0.080
2 H 0.094
3 H 0.076
4 H 0.090
5 C -0.215
6 H 0.098
7 C -0.208
8 H 0.086